1.
A structure of composition C31H47LaNO2P2S2 in a non-equilibrium geometry. Source: the Open Molecules 2025 dataset; level of theory: ωB97M-V with the def2-TZVPD basis set.

HOMO-LUMO gap in eV: 4.67
F_max in eV Å⁻¹: 4.99
Energy relative to the best compared isomer or geometry (same formula, charge and spin) in eV: 0.0000
Charge: +1
LUMO energy in eV: -4.422

Structure (XYZ):
```
86
Properties=species:S:1:pos:R:3:forces:R:3:lowdin_charge:R:1
La 0.694 -2.376 1.830 -3.84 2.96 1.20 1.952
C -0.418 -1.583 4.280 -0.42 -0.18 -0.40 -0.368
C -1.074 -0.386 3.878 0.22 -0.87 -0.58 -0.230
C -2.142 -2.164 2.886 0.48 0.41 0.26 -0.309
C -1.138 -2.699 3.742 0.69 0.68 -0.39 -0.413
C -2.164 -0.752 3.052 0.52 -0.91 -0.23 -0.232
C 0.852 -1.652 5.041 0.37 0.01 0.78 -0.057
H 1.108 -0.674 5.487 -0.07 -0.55 -0.17 0.091
H 1.727 -1.941 4.417 -0.09 0.08 0.36 0.028
H 0.778 -2.394 5.857 0.32 0.27 -0.34 0.106
C -0.843 -4.152 3.924 -0.22 -0.31 0.26 -0.065
H -0.445 -4.349 4.930 0.05 -0.04 -0.42 0.097
H -0.113 -4.606 3.207 -0.03 0.02 0.10 0.043
H -1.760 -4.752 3.807 0.35 0.20 0.02 0.093
C -3.000 -2.976 1.985 -0.51 -0.09 -0.14 -0.042
H -3.324 -3.915 2.462 0.01 0.30 -0.27 0.087
H -2.468 -3.235 1.049 -0.31 -0.11 0.13 0.074
H -3.883 -2.390 1.698 0.12 -0.40 -0.04 0.080
C -3.253 0.144 2.611 -0.46 0.48 -0.49 -0.035
H -4.020 0.275 3.393 0.26 -0.08 -0.18 0.103
H -3.762 -0.246 1.718 0.09 0.18 0.23 0.077
H -2.871 1.140 2.365 -0.13 -0.10 0.02 0.056
C -0.758 0.989 4.339 0.13 0.59 0.18 -0.034
H -1.389 1.284 5.192 0.13 -0.10 -0.20 0.103
H -0.910 1.740 3.550 0.00 -0.27 0.23 0.056
H 0.283 1.069 4.668 -0.18 0.05 -0.02 0.069
C 1.976 0.785 -0.346 0.06 -0.63 0.37 -0.110
C 2.213 1.173 0.915 -0.04 -0.38 0.07 -0.120
C 1.720 2.397 1.617 -0.15 0.46 0.24 -0.183
C 0.569 3.136 0.912 0.62 0.42 0.45 -0.188
C -0.694 2.329 0.843 -0.92 0.54 -0.56 -0.109
C -1.135 1.557 -0.158 -0.24 -0.19 0.68 -0.098
C -0.374 1.048 -1.339 0.21 0.15 -0.41 -0.186
C 1.124 1.409 -1.410 0.02 0.00 -0.84 -0.203
H 2.552 3.110 1.777 -0.18 -0.37 -0.09 0.128
H 0.921 3.511 -0.058 -0.35 -0.10 0.46 0.099
H 1.380 2.116 2.626 0.15 0.01 -0.20 0.099
H 1.253 2.493 -1.481 0.03 -0.45 0.04 0.077
H 2.457 -0.144 -0.680 -0.03 0.22 0.24 0.076
H 2.855 0.534 1.538 0.03 0.16 -0.32 0.099
H 1.497 1.008 -2.369 -0.16 0.23 0.29 0.104
H -0.461 -0.053 -1.369 -0.07 0.16 -0.01 0.109
H -2.181 1.212 -0.117 0.53 0.06 0.13 0.109
H -0.871 1.401 -2.264 0.18 -0.15 0.31 0.076
H 0.348 4.033 1.520 0.10 -0.32 -0.29 0.123
H -1.408 2.598 1.635 0.21 -0.32 -0.41 0.091
P -0.954 3.047 -4.555 0.51 0.51 -0.12 0.789
P -3.803 3.229 -5.347 -0.97 0.37 -1.12 0.770
C -1.266 4.143 -6.053 0.11 -0.14 0.19 -0.430
C -2.622 3.823 -6.674 -0.19 -0.36 0.23 -0.456
H -0.454 3.982 -6.773 -0.10 0.22 0.16 0.071
H -1.224 5.191 -5.724 -0.03 -0.26 -0.04 0.074
H -3.061 4.696 -7.177 0.11 -0.28 -0.01 0.075
H -2.535 3.007 -7.407 0.00 0.18 0.11 0.075
C -5.185 2.849 -6.515 -0.11 -0.03 0.05 -0.337
H -6.089 2.632 -5.930 0.13 0.04 -0.26 0.031
H -4.920 1.955 -7.094 -0.16 0.21 0.09 0.030
H -5.376 3.691 -7.199 -0.04 -0.30 0.15 0.039
C -4.402 4.905 -4.853 -0.02 -0.09 0.31 -0.316
H -4.587 5.535 -5.733 0.02 -0.10 0.21 0.040
H -3.667 5.387 -4.200 -0.14 0.05 -0.06 0.024
H -5.334 4.779 -4.290 0.18 0.15 -0.06 0.034
C 0.345 1.990 -5.314 0.15 0.00 0.08 -0.303
H 0.826 1.380 -4.540 -0.02 0.04 -0.23 0.010
H 1.091 2.609 -5.829 -0.03 -0.25 0.09 0.039
H -0.139 1.320 -6.038 0.17 0.11 0.14 0.041
C 0.047 4.266 -3.606 0.28 -0.08 0.00 -0.298
H -0.600 5.115 -3.350 0.19 -0.20 -0.03 0.038
H 0.903 4.617 -4.198 -0.09 0.06 0.24 0.047
H 0.398 3.805 -2.675 -0.01 0.25 -0.20 -0.004
O 2.023 -5.439 4.309 1.18 0.73 -0.23 -0.264
S 3.011 -4.475 3.873 -1.60 0.88 0.15 0.693
O 3.457 -3.425 4.760 -0.07 -1.11 -0.53 -0.266
N 2.382 -3.710 2.468 2.77 -1.83 0.18 -0.428
C 3.163 -3.944 1.352 -2.23 1.00 1.34 -0.768
S 2.577 -3.202 -0.060 1.26 -0.68 -0.99 0.587
C 4.294 -4.797 1.626 1.58 -1.30 0.45 -0.197
C 5.331 -5.304 0.802 -0.68 0.42 0.07 0.024
C 6.312 -6.137 1.348 -0.39 0.17 0.18 -0.029
C 6.288 -6.473 2.708 -0.09 0.04 -0.06 -0.024
C 5.289 -5.986 3.548 -0.37 0.22 -0.20 -0.007
C 4.308 -5.180 2.979 1.24 -0.56 -0.17 -0.232
H 5.332 -5.043 -0.258 0.09 -0.09 0.28 0.126
H 7.098 -6.540 0.715 -0.19 0.14 0.08 0.121
H 7.043 -7.133 3.127 -0.05 0.15 -0.16 0.123
H 5.251 -6.218 4.615 0.09 -0.01 -0.38 0.138
```
Forces are in eV/Å.

***

2.
A cluster of 2 separate species, C9H11O3 in total in a non-equilibrium geometry. Source: the Open Molecules 2025 dataset; level of theory: ωB97M-V with the def2-TZVPD basis set.

HOMO-LUMO gap in eV: 6.99
F_max in eV Å⁻¹: 5.06
Energy relative to the best compared isomer or geometry (same formula, charge and spin) in eV: 3.3156
Charge: -1
LUMO energy in eV: 3.594

Structure (XYZ):
```
23
Properties=species:S:1:pos:R:3:forces:R:3:lowdin_charge:R:1
C 0.344 -0.324 2.999 -2.78 -4.12 -0.18 0.004
C -0.264 -1.470 3.964 1.94 0.36 0.21 -0.502
O 0.038 -1.584 5.155 -1.36 0.03 -1.99 0.004
O -0.987 -2.423 3.270 1.96 0.96 -1.15 -0.020
H -0.588 -0.131 2.403 1.50 0.45 0.47 0.061
H 1.009 -0.985 2.370 -0.32 1.52 0.42 0.094
H 0.697 0.561 3.388 1.33 1.34 1.49 0.033
C 0.520 1.543 -3.631 1.16 1.54 -2.27 -0.136
C -1.383 0.584 -0.580 3.76 -1.68 -1.32 -0.027
C -0.709 -0.584 0.020 3.03 2.99 -2.70 -0.411
C -0.803 1.282 -1.650 -1.39 -2.04 -0.65 -0.078
C 0.292 0.716 -2.429 -2.50 4.19 1.32 -0.364
C 0.653 -0.723 -0.589 -1.44 -0.06 0.05 -0.044
C 1.115 -0.114 -1.743 1.27 -0.71 0.06 -0.136
O -1.035 -1.052 1.124 -1.80 -2.42 -0.73 -0.175
H -2.149 0.946 -0.030 -2.60 1.28 1.48 0.047
H -1.388 2.159 -2.050 0.85 -0.91 0.38 0.097
H 1.475 -1.223 -0.173 0.40 -1.31 1.52 0.056
H -0.742 -2.318 2.214 -1.29 0.72 2.74 0.146
H -0.328 2.295 -3.841 1.26 -1.16 0.60 0.074
H 0.492 0.879 -4.520 0.41 0.49 0.09 0.058
H 2.226 -0.223 -2.003 -1.74 -0.10 0.08 0.124
H 1.514 2.186 -3.668 -1.65 -1.36 0.08 0.094
```
Forces are in eV/Å.

***

3.
A cluster of 6 separate species, C50H64F5NO in total in a non-equilibrium geometry. Source: the Open Molecules 2025 dataset; level of theory: ωB97M-V with the def2-TZVPD basis set.

HOMO-LUMO gap in eV: 9.61
F_max in eV Å⁻¹: 1.64
Structure (SMILES): CCCCCCCCCCCCCCCC[C@H]1CCNC1=O.Fc1ccccc1.Fc1ccccc1.Fc1ccccc1.Fc1ccccc1.Fc1ccccc1
LUMO energy in eV: 0.530

Structure (XYZ):
```
121
Properties=species:S:1:pos:R:3:forces:R:3:lowdin_charge:R:1
C 3.240 1.923 -1.685 -0.10 0.46 0.00 -0.119
C 4.534 1.815 -0.882 -0.37 -0.22 -0.15 -0.261
C 4.989 0.384 -0.570 0.52 0.73 -0.70 -0.207
C 5.053 -0.450 -1.852 -0.21 -0.32 0.60 -0.228
C 5.972 -1.680 -1.764 -0.81 -0.13 -1.05 -0.194
C 5.380 -2.806 -2.661 -0.12 0.87 1.38 -0.211
C 4.269 -3.516 -1.882 0.20 -0.43 -1.34 -0.225
C 3.692 -4.663 -2.732 0.04 0.36 0.92 -0.211
C 2.598 -5.388 -1.932 -0.05 -0.03 -0.88 -0.212
C 1.179 -4.940 -2.336 0.75 -0.42 0.66 -0.202
C 0.188 -5.131 -1.173 -0.10 0.55 -0.21 -0.190
C -0.426 -3.797 -0.681 -0.37 -0.55 0.09 -0.198
C -1.962 -3.855 -0.511 0.48 0.93 -0.06 -0.199
C -2.638 -3.175 -1.712 0.04 -1.01 -0.30 -0.202
C -4.017 -3.754 -2.052 0.21 0.75 0.29 -0.189
C -5.157 -2.996 -1.372 -0.59 -0.41 -0.28 -0.151
C -5.682 -1.887 -2.263 -0.23 0.05 -0.94 -0.235
C -6.539 -2.309 -3.459 -1.09 0.73 -0.87 -0.126
C -7.598 -1.191 -3.545 -0.14 0.16 0.26 -0.170
N -7.820 -0.859 -2.129 0.16 0.66 -0.43 0.075
C -6.573 -0.868 -1.560 0.74 -1.31 -0.23 -0.460
O -6.182 -0.199 -0.650 -0.41 0.85 1.16 0.081
H 2.346 1.725 -1.096 0.01 -0.24 0.15 0.067
H 3.145 2.952 -2.027 -0.10 0.13 -0.09 0.067
H 3.216 1.308 -2.579 0.09 -0.17 -0.03 0.054
H 5.326 2.298 -1.455 0.11 0.04 -0.05 0.092
H 4.396 2.405 0.021 0.18 -0.01 0.25 0.098
H 6.013 0.461 -0.203 0.03 -0.09 0.41 0.107
H 4.366 -0.065 0.200 -0.05 -0.24 0.03 0.112
H 4.044 -0.794 -2.073 -0.16 -0.02 -0.14 0.095
H 5.344 0.184 -2.691 0.12 0.05 -0.05 0.103
H 6.957 -1.413 -2.139 0.29 0.00 0.41 0.106
H 5.984 -2.045 -0.740 0.44 0.04 0.16 0.102
H 4.952 -2.302 -3.525 0.06 -0.25 -0.44 0.108
H 6.137 -3.525 -2.961 0.07 -0.07 -0.14 0.107
H 3.440 -2.841 -1.669 0.06 0.21 0.23 0.110
H 4.675 -3.877 -0.939 -0.05 -0.17 0.12 0.113
H 3.291 -4.195 -3.629 -0.18 -0.18 -0.24 0.108
H 4.503 -5.315 -3.051 0.03 -0.20 0.04 0.105
H 2.679 -6.467 -2.063 0.00 -0.14 0.12 0.108
H 2.744 -5.176 -0.878 0.06 -0.02 0.23 0.097
H 1.261 -3.894 -2.620 -0.26 0.21 -0.04 0.094
H 0.893 -5.502 -3.223 -0.19 0.04 -0.12 0.108
H -0.602 -5.824 -1.456 -0.12 0.00 -0.04 0.101
H 0.709 -5.581 -0.332 0.04 -0.26 0.04 0.099
H 0.014 -3.486 0.263 0.25 -0.04 0.04 0.104
H -0.170 -3.039 -1.417 -0.10 0.29 0.07 0.091
H -2.216 -3.334 0.409 -0.27 0.01 0.15 0.103
H -2.299 -4.882 -0.400 -0.02 -0.15 -0.06 0.100
H -2.660 -2.094 -1.586 -0.10 0.15 0.08 0.110
H -1.988 -3.363 -2.566 0.08 0.04 -0.17 0.105
H -4.167 -3.698 -3.130 -0.09 -0.13 -0.12 0.106
H -4.035 -4.803 -1.774 -0.01 -0.18 0.00 0.106
H -5.985 -3.690 -1.225 -0.14 -0.01 0.30 0.119
H -4.883 -2.582 -0.404 0.18 -0.05 0.11 0.121
H -4.832 -1.354 -2.697 0.11 0.33 0.32 0.156
H -6.072 -2.263 -4.438 0.60 -0.52 0.08 0.112
H -7.097 -3.239 -3.379 0.35 -0.32 0.36 0.120
H -7.210 -0.311 -4.065 0.14 -0.01 -0.09 0.119
H -8.509 -1.471 -4.061 -0.20 -0.25 0.09 0.111
H -8.295 0.017 -1.935 -0.21 -0.15 0.00 0.139
F -0.316 1.879 1.080 0.05 0.01 -0.02 0.038
C -1.611 1.579 1.330 -0.32 -0.08 0.05 -0.285
C -2.089 1.682 2.621 0.17 0.08 0.21 -0.024
C -3.420 1.378 2.870 -0.03 -0.06 -0.18 -0.081
C -4.248 0.967 1.832 -0.06 -0.01 0.09 -0.085
C -3.748 0.865 0.542 0.32 0.13 0.01 -0.076
C -2.419 1.178 0.286 0.08 -0.02 -0.13 -0.014
H -1.427 1.996 3.418 0.00 0.03 -0.03 0.103
H -3.811 1.461 3.875 0.03 0.00 0.01 0.104
H -5.285 0.726 2.029 0.01 -0.01 -0.05 0.102
H -4.393 0.540 -0.261 0.12 0.07 0.14 0.068
H -2.010 1.113 -0.714 0.03 0.01 0.02 0.114
F 3.994 4.115 5.717 0.01 -0.07 -0.10 0.040
C 3.089 3.153 5.433 -0.22 -0.24 -0.08 -0.281
C 2.780 2.220 6.401 0.11 0.02 0.24 -0.019
C 1.847 1.235 6.110 -0.03 0.05 -0.14 -0.082
C 1.247 1.193 4.858 -0.05 -0.05 0.00 -0.096
C 1.576 2.139 3.896 0.02 -0.05 0.13 -0.078
C 2.501 3.132 4.185 0.07 0.17 -0.15 -0.009
H 3.265 2.266 7.368 0.00 0.03 -0.02 0.118
H 1.589 0.500 6.860 0.03 0.01 0.01 0.105
H 0.523 0.421 4.632 0.01 0.01 -0.01 0.101
H 1.112 2.104 2.920 0.02 0.03 -0.01 0.085
H 2.765 3.884 3.453 0.03 -0.01 0.02 0.119
F 4.946 2.447 -4.199 -0.02 0.03 -0.03 0.054
C 6.087 2.266 -4.892 0.24 -0.04 -0.14 -0.291
C 7.223 2.946 -4.501 0.01 0.14 0.20 -0.017
C 8.399 2.753 -5.212 -0.07 -0.09 -0.09 -0.083
C 8.420 1.895 -6.304 0.08 -0.01 -0.04 -0.098
C 7.266 1.224 -6.683 0.06 0.08 0.09 -0.084
C 6.089 1.405 -5.970 -0.19 -0.12 -0.07 -0.018
H 7.183 3.616 -3.652 -0.03 -0.02 0.00 0.117
H 9.299 3.274 -4.914 -0.02 0.02 0.01 0.105
H 9.338 1.750 -6.858 -0.01 0.00 0.00 0.101
H 7.281 0.558 -7.535 -0.02 -0.01 0.02 0.104
H 5.180 0.885 -6.244 -0.01 0.03 0.02 0.118
F -14.574 -0.645 0.993 -0.02 0.00 0.01 0.058
C -13.431 -0.839 0.308 0.23 -0.04 -0.13 -0.289
C -12.299 -0.143 0.681 0.01 0.15 0.18 -0.017
C -11.122 -0.348 -0.024 -0.06 -0.08 -0.11 -0.080
C -11.094 -1.234 -1.093 0.01 -0.01 -0.08 -0.098
C -12.246 -1.921 -1.455 0.04 0.11 0.11 -0.082
C -13.424 -1.728 -0.748 -0.18 -0.12 -0.08 -0.019
H -12.343 0.548 1.512 -0.03 -0.03 0.00 0.118
H -10.224 0.184 0.262 -0.01 0.00 0.03 0.103
H -10.176 -1.389 -1.642 0.00 -0.06 0.04 0.071
H -12.227 -2.609 -2.290 -0.02 -0.01 0.02 0.104
H -14.329 -2.260 -1.009 -0.01 0.03 0.02 0.117
F 7.022 8.924 10.117 0.02 0.03 0.02 0.054
C 6.316 8.047 9.377 -0.14 -0.18 -0.15 -0.292
C 6.990 7.088 8.648 0.23 -0.03 0.00 -0.021
C 6.261 6.182 7.891 -0.11 0.09 0.06 -0.078
C 4.874 6.253 7.864 -0.09 -0.04 -0.01 -0.091
C 4.216 7.228 8.601 0.17 -0.05 -0.02 -0.080
C 4.939 8.130 9.368 -0.13 0.16 0.11 -0.022
H 8.072 7.054 8.676 -0.01 0.02 0.03 0.116
H 6.775 5.421 7.319 0.01 0.02 0.00 0.106
H 4.311 5.548 7.270 0.03 0.08 0.06 0.076
H 3.135 7.287 8.579 0.00 0.01 0.02 0.104
H 4.443 8.892 9.956 0.04 0.01 -0.01 0.116
```
Forces are in eV/Å.

***

4.
The molecule C6H10O in a non-equilibrium geometry. Source: the Open Molecules 2025 dataset; level of theory: ωB97M-V with the def2-TZVPD basis set.

HOMO-LUMO gap (alpha / beta) in eV: 8.61 / 8.01
F_max in eV Å⁻¹: 1.93
Energy relative to the best compared isomer or geometry (same formula, charge and spin) in eV: 4.4175
LUMO energy (alpha / beta) in eV: 0.357 / 0.114

Structure (XYZ):
```
17
Properties=species:S:1:pos:R:3:forces:R:3:lowdin_charge:R:1
C -0.276 -1.615 1.194 -0.23 -0.46 0.67 0.051
C 0.495 -0.348 1.115 0.83 -1.10 1.35 -0.415
C 1.320 -0.007 -0.155 0.04 0.00 -0.09 -0.040
C 0.119 0.914 -0.520 -0.26 -0.41 0.06 -0.571
O 0.334 2.162 -1.120 -0.05 -0.10 -0.27 0.015
C -0.953 0.037 -1.175 -0.08 -0.39 -0.34 -0.023
C -0.267 0.870 0.921 -0.60 1.37 -0.08 0.030
H -1.353 -1.559 1.362 0.20 -0.04 -0.16 0.061
H 0.201 -2.476 1.661 0.02 0.05 -0.22 0.052
H -1.074 -0.881 -0.556 -0.18 0.65 -0.57 0.060
H 1.064 -0.376 2.064 0.22 0.21 -0.25 0.148
H 1.566 -0.825 -0.840 -0.04 0.14 0.06 0.115
H 2.203 0.583 0.103 -0.13 -0.13 -0.07 0.119
H 0.335 2.038 -2.078 0.01 0.08 0.15 0.099
H -1.900 0.577 -1.242 0.07 -0.09 -0.05 0.094
H -0.657 -0.353 -2.155 0.01 0.31 -0.13 0.090
H -1.154 1.258 1.420 0.17 -0.09 -0.05 0.117
```
Forces are in eV/Å.

***

5.
The molecule C3H2O3. Source: the Open Molecules 2025 dataset; level of theory: ωB97M-V with the def2-TZVPD basis set.

HOMO-LUMO gap in eV: 8.37
F_max in eV Å⁻¹: 0.66
Structure (SMILES): O=CC(=O)C=O
Energy relative to the best compared isomer or geometry (same formula, charge and spin) in eV: 1.5744
LUMO energy in eV: -1.657

Structure (XYZ):
```
8
Properties=species:S:1:pos:R:3:forces:R:3:lowdin_charge:R:1
O -2.082 0.783 0.831 0.58 -0.14 -0.01 0.107
C -0.923 0.460 0.815 -0.57 0.21 0.17 -0.156
C -0.196 0.233 -0.517 -0.20 0.17 -0.52 -0.292
O -0.587 0.691 -1.562 0.24 -0.27 0.55 0.153
C 1.068 -0.617 -0.457 0.29 -0.16 0.35 -0.159
O 1.605 -0.868 0.594 -0.23 0.10 -0.51 0.086
H -0.329 0.289 1.729 -0.11 0.03 -0.07 0.127
H 1.445 -0.972 -1.433 0.00 0.07 0.04 0.134
```
Forces are in eV/Å.

***

6.
A cluster of 2 separate species, CNO2S2 in total in a non-equilibrium geometry. Source: the Open Molecules 2025 dataset; level of theory: ωB97M-V with the def2-TZVPD basis set.

HOMO-LUMO gap in eV: 6.19
F_max in eV Å⁻¹: 4.00
Energy relative to the best compared isomer or geometry (same formula, charge and spin) in eV: 3.5754
Charge: -1
LUMO energy in eV: 0.499

Structure (XYZ):
```
6
Properties=species:S:1:pos:R:3:forces:R:3:lowdin_charge:R:1
C 1.499 1.064 1.901 0.05 0.04 0.07 -0.421
N 0.829 0.538 1.101 -0.87 -0.69 -1.02 -0.218
O -0.946 0.633 -1.665 1.44 0.08 1.17 -0.443
O 0.078 -1.625 -1.460 0.06 1.71 1.76 -0.428
S -2.662 -1.259 -0.520 1.54 0.35 1.00 0.147
S -0.719 -0.550 -0.865 -2.22 -1.48 -2.98 0.363
```
Forces are in eV/Å.